ORCA calculation (ωB97M-V/def2-TZVPD) on a structure of composition C3H3N3 in a non-equilibrium geometry.

Cartesian coordinates (Å):
N 0.52277 -0.12080 -1.08023
C 0.24458 -0.08281 0.56000
C -0.25275 1.15656 0.07649
N -0.67581 2.21483 -0.13190
C -0.69865 -1.07939 1.10912
N -1.42052 -1.90760 1.47692
H 1.34626 0.30583 -1.49583
H -0.20411 -0.33240 -1.76518
H 1.12373 -0.02689 1.24646

Computed properties:
Strongest force on any atom (eV/A): 3.63
Highest occupied orbital energy (eV): -9.38
Multiplicity: 1
ΔE to the lowest compared entry with this formula, charge and spin (eV): 3.284

Here are the Mulliken charges for atoms 1 to 5, given in e: -0.5716, 0.2999, 0.1663, -0.4535, 0.1011


ORCA calculation (ωB97M-V/def2-TZVPD) on a structure of composition C31H29Ge2N3O2Pt.

Cartesian coordinates (Å):
Pt -0.34503 0.01335 0.16021
O -4.00804 -4.42246 -3.44875
C -3.92166 -3.22621 -3.75416
O -4.46664 -2.51631 -4.60896
C -2.94096 -2.43837 -2.84738
C -2.27620 -3.09002 -1.80871
C -1.44716 -2.36113 -0.98785
N -1.27961 -1.05312 -1.22472
C -1.92153 -0.38279 -2.19109
C -2.76070 -1.06856 -3.03830
C -1.63814 1.07820 -2.16495
C -2.11212 1.94769 -3.12242
C -1.80101 3.29811 -3.02197
C -1.02005 3.73775 -1.97003
C -0.57849 2.81848 -1.03534
N -0.87982 1.52198 -1.12562
C -0.70108 -2.82997 0.21157
C -0.64757 -4.15430 0.58680
C 0.07163 -4.50586 1.72243
C 0.72073 -3.52315 2.44544
C 0.62560 -2.20925 2.02315
N -0.06840 -1.86733 0.93625
H -2.47475 -4.14904 -1.69492
H -3.32249 -0.61382 -3.84552
H -2.71533 1.57079 -3.93550
H -2.16776 3.99407 -3.76407
H -0.75277 4.77836 -1.85916
H 0.01470 3.11522 -0.18247
H -1.16151 -4.89878 -0.00362
H 0.12118 -5.54092 2.03193
H 1.29330 -3.75637 3.33110
H 1.09502 -1.40205 2.56658
C 0.77486 3.13092 4.83915
Ge 1.27479 2.24523 3.18306
C 1.93833 3.48905 1.84054
C 2.58101 0.82799 3.45762
Ge -0.78532 1.19300 2.27068
C -1.48815 -0.19248 3.44576
C -2.56791 -0.99022 3.05696
C -3.02182 -2.01674 3.87054
C -2.40204 -2.26258 5.09061
C -1.33199 -1.47827 5.49272
C -0.87580 -0.45435 4.67053
C -2.13967 2.51176 1.80106
C -1.91709 3.86642 2.04384
C -2.85027 4.82324 1.66156
C -4.01475 4.43426 1.01771
C -4.25042 3.08753 0.76483
C -3.32037 2.13620 1.15426
H 1.67872 3.59330 5.24087
H 0.38827 2.42633 5.57219
H 0.03083 3.90672 4.67254
H 2.81994 4.00212 2.22746
H 1.19744 4.24413 1.57848
H 2.23263 2.94210 0.94396
H 3.48515 1.24974 3.89899
H 2.84963 0.38300 2.49872
H 2.21019 0.05199 4.12699
H -3.06751 -0.81713 2.10895
H -3.86383 -2.62096 3.55836
H -2.75953 -3.05959 5.72897
H -0.85221 -1.66024 6.44556
H -0.03265 0.14081 5.00172
H -1.00994 4.19434 2.53816
H -2.66675 5.86956 1.86832
H -4.74294 5.17688 0.71973
H -5.16320 2.77988 0.27120
H -3.52601 1.09089 0.94616

Computed properties:
Strongest force on any atom (eV/A): 0.61
Highest occupied orbital energy (alpha / beta) (eV): -10.38 / -10.38
Multiplicity: 2
Total charge: +1
ΔE to the lowest compared entry with this formula, charge and spin (eV): 0.000

Here are the Mulliken charges for atoms 1 to 5, given in e: 0.8787, -0.7021, 0.3915, -0.7021, -0.5740


ORCA calculation (ωB97M-V/def2-TZVPD) on an isolated molecule of C5H9N5O4S2 in a non-equilibrium geometry.

Cartesian coordinates (Å):
C 2.88826 -1.54407 -2.35191
S 1.43505 -0.76249 -3.02104
O 0.68021 -1.69648 -3.89728
O 1.93786 0.41664 -3.79794
C 0.31835 -0.39157 -1.48917
N -0.58642 0.66288 -1.46961
C -1.19779 1.00753 -0.35352
N -1.71289 2.29277 -0.41301
C -1.06484 0.18685 0.78154
S -1.76364 0.71257 2.26755
N -0.64858 1.50717 3.07376
O -2.83179 1.72105 2.19681
O -2.03760 -0.42975 3.10986
C -0.17995 -0.75978 0.72489
N 0.09159 -1.58934 1.73356
N 0.52136 -1.12877 -0.35997
H 2.91204 -1.66289 -1.32073
H 3.72484 -0.91937 -2.58779
H 3.03120 -2.49939 -2.93785
H -1.79082 2.69491 -1.37114
H -2.48472 2.49172 0.25156
H -0.63284 0.94823 3.94797
H -1.15587 2.33405 3.12638
H -0.57185 -1.69292 2.45528
H 1.11881 -1.89955 1.70180

Computed properties:
Strongest force on any atom (eV/A): 6.34
Highest occupied orbital energy (eV): -9.96
SMILES: CS(=O)(=O)c1nc(N)c(S(N)(=O)=O)c(N)n1
Multiplicity: 1

Here are the Mulliken charges for atoms 1 to 5, given in e: -0.9096, 1.1668, -0.6369, -0.6377, 0.1403


ORCA calculation (ωB97M-V/def2-TZVPD) on the ion C5H15N2O with charge +1 in a non-equilibrium geometry.

Cartesian coordinates (Å):
N 2.54735 -1.59684 -1.07766
C 1.52227 -2.12461 -0.16635
C 0.68296 -1.00409 0.40084
N 0.24992 0.13555 -0.46118
C 0.19324 1.50516 0.17890
C -1.16164 1.68821 0.81910
C -2.34826 1.45348 -0.10516
O -2.39863 -0.01693 -0.21635
H 3.12721 -2.35577 -1.41335
H 3.23550 -1.08899 -0.51890
H 0.98537 -2.86685 -0.75085
H 1.96836 -2.59206 0.71383
H -0.19607 -1.34480 0.93443
H 1.36547 -0.54047 1.10794
H -0.69053 -0.03491 -0.80369
H 0.90789 0.14500 -1.24647
H 0.25781 2.23774 -0.62523
H 1.04314 1.60913 0.84606
H -1.24365 2.58597 1.43655
H -1.31426 0.99259 1.64175
H -3.31034 1.69860 0.33119
H -2.17396 1.82327 -1.11296
H -3.24917 -0.30837 0.08755

Computed properties:
Strongest force on any atom (eV/A): 1.85
Highest occupied orbital energy (eV): -13.84
SMILES: NCC[NH2+]CCCO
Multiplicity: 1
Total charge: +1
ΔE to the lowest compared entry with this formula, charge and spin (eV): 1.263

Here are the Mulliken charges for atoms 1 to 5, given in e: -0.6437, -0.6052, -0.6636, -0.0171, -0.6361